w | Here is a cluster of 10 separate species, C20H60O10 in total from OMol25. Energies are from ωB97M-V with the def2-TZVPD basis set.

The value obtained for the orbital gap is 9.41 eV. As for the LUMO energy: 0.340 eV. As for the SMILES: CCO.CCO.CCO.CCO.CCO.CCO.CCO.CCO.CCO.CCO.

CARTESIAN COORDINATES (ANGSTROEM)
C1 -1.54 -1.26 -0.39
C2 -0.11 -0.75 -0.38
O1 0.21 -0.44 0.97
H1 -1.79 -1.71 -1.35
H2 -2.31 -0.51 -0.21
H3 -1.58 -1.99 0.42
H4 0.15 0.15 -0.96
H5 0.53 -1.53 -0.81
H6 1.10 -0.04 1.03
C3 2.08 2.42 -2.35
C4 3.21 2.52 -3.37
O2 3.42 3.84 -3.84
H7 2.35 2.97 -1.45
H8 1.80 1.38 -2.15
H9 1.21 2.96 -2.73
H10 2.93 1.92 -4.25
H11 4.12 2.10 -2.97
H12 2.66 4.10 -4.37
C5 -5.82 0.00 0.26
C6 -5.84 -0.66 1.62
O3 -5.96 -2.07 1.50
H13 -4.95 -0.30 -0.33
H14 -5.78 1.09 0.31
H15 -6.70 -0.31 -0.31
H16 -6.72 -0.34 2.18
H17 -4.96 -0.42 2.22
H18 -6.79 -2.28 1.06
C7 1.31 3.97 1.69
C8 1.36 5.20 0.81
O4 0.15 5.45 0.13
H19 0.44 3.89 2.34
H20 2.19 3.90 2.33
H21 1.29 3.06 1.08
H22 2.19 5.09 0.10
H23 1.62 6.03 1.47
H24 0.24 6.30 -0.33
C9 4.23 -1.50 0.22
C10 3.89 -0.01 0.22
O5 2.91 0.22 1.22
H25 3.31 -2.09 0.13
H26 4.73 -1.81 1.14
H27 4.87 -1.80 -0.61
H28 3.58 0.34 -0.76
H29 4.79 0.57 0.45
H30 3.31 0.36 2.08
C11 0.58 -2.87 3.73
C12 -0.87 -2.93 4.23
O6 -1.14 -1.73 4.95
H31 0.82 -1.86 3.39
H32 0.75 -3.55 2.88
H33 1.32 -3.12 4.49
H34 -1.11 -3.79 4.85
H35 -1.55 -2.90 3.36
H36 -1.32 -1.02 4.29
C13 -2.99 2.66 -2.24
C14 -1.70 3.36 -1.80
O7 -1.91 3.84 -0.49
H37 -3.08 1.78 -1.61
H38 -2.85 2.37 -3.28
H39 -3.88 3.27 -2.10
H40 -1.45 4.16 -2.50
H41 -0.92 2.60 -1.91
H42 -1.09 4.28 -0.17
C15 -0.06 -5.64 0.64
C16 0.34 -4.41 -0.16
O8 0.92 -4.87 -1.39
H43 -0.86 -6.19 0.15
H44 -0.45 -5.38 1.63
H45 0.81 -6.27 0.82
H46 1.16 -3.93 0.38
H47 -0.40 -3.63 -0.32
H48 0.23 -5.22 -1.96
C17 -2.53 2.13 2.07
C18 -1.48 1.49 2.97
O9 -1.64 0.08 2.96
H49 -3.54 1.76 2.25
H50 -2.32 1.87 1.03
H51 -2.56 3.22 2.05
H52 -1.58 1.84 4.00
H53 -0.47 1.73 2.64
H54 -1.20 -0.24 2.15
C19 2.97 -1.63 -3.15
C20 2.74 -2.80 -4.07
O10 3.69 -2.65 -5.14
H55 2.35 -1.73 -2.26
H56 2.73 -0.69 -3.65
H57 4.00 -1.52 -2.81
H58 1.73 -2.81 -4.50
H59 3.00 -3.77 -3.62
H60 3.48 -3.28 -5.84


x | Here is a cluster of 10 separate species, C20H60O10 in total from OMol25. Energies are from ωB97M-V with the def2-TZVPD basis set.

The value obtained for the orbital gap is 9.94 eV. As for the LUMO energy: 0.299 eV. As for the SMILES: CCO.CCO.CCO.CCO.CCO.CCO.CCO.CCO.CCO.CCO.

CARTESIAN COORDINATES (ANGSTROEM)
C1 1.41 5.49 1.83
C2 1.89 4.05 1.57
O1 1.58 3.69 0.25
H1 1.93 6.21 1.21
H2 1.65 5.88 2.82
H3 0.34 5.60 1.64
H4 1.58 3.31 2.30
H5 2.98 4.04 1.59
H6 2.36 3.85 -0.29
C3 -3.31 1.39 0.05
C4 -4.45 0.58 -0.62
O2 -5.39 1.48 -1.22
H7 -2.74 0.62 0.57
H8 -3.75 2.01 0.83
H9 -2.68 1.93 -0.66
H10 -4.93 0.00 0.16
H11 -4.10 -0.14 -1.36
H12 -5.61 1.06 -2.06
C5 -1.44 1.55 3.47
C6 -1.45 2.85 2.64
O3 -2.75 3.38 2.79
H13 -1.98 0.75 2.98
H14 -1.97 1.72 4.41
H15 -0.40 1.26 3.64
H16 -1.25 2.66 1.58
H17 -0.70 3.57 2.92
H18 -2.78 3.98 2.04
C7 -0.62 0.29 -2.88
C8 0.25 1.55 -3.10
O4 1.07 1.29 -4.20
H19 0.09 -0.49 -2.61
H20 -1.21 0.00 -3.75
H21 -1.34 0.52 -2.10
H22 0.84 1.75 -2.21
H23 -0.45 2.34 -3.37
H24 0.97 1.96 -4.87
C9 0.90 0.38 0.85
C10 0.15 -0.96 0.52
O5 0.79 -2.03 1.16
H25 0.91 0.58 1.92
H26 0.54 1.27 0.33
H27 1.94 0.34 0.54
H28 0.20 -1.07 -0.56
H29 -0.89 -0.88 0.84
H30 0.54 -1.96 2.09
C11 -0.25 6.39 -1.45
C12 -1.02 5.11 -1.79
O6 -0.95 4.18 -0.74
H31 0.76 6.03 -1.24
H32 -0.70 6.94 -0.63
H33 -0.22 7.09 -2.28
H34 -0.71 4.69 -2.74
H35 -2.04 5.43 -1.98
H36 -0.05 4.07 -0.43
C13 1.74 -3.53 -2.15
C14 2.46 -4.50 -3.13
O7 1.54 -5.07 -4.06
H37 2.47 -2.89 -1.66
H38 1.19 -4.06 -1.39
H39 1.00 -2.95 -2.70
H40 2.94 -5.30 -2.57
H41 3.27 -4.04 -3.69
H42 1.17 -5.84 -3.62
C15 2.21 -1.28 4.21
C16 0.80 -1.14 4.74
O8 -0.11 -1.51 3.76
H43 3.00 -0.95 4.89
H44 2.35 -0.64 3.33
H45 2.43 -2.30 3.92
H46 0.62 -0.11 5.04
H47 0.70 -1.80 5.60
H48 -0.98 -1.63 4.14
C17 -2.41 -2.56 -2.16
C18 -2.03 -3.81 -3.00
O9 -3.18 -4.45 -3.34
H49 -2.90 -2.88 -1.24
H50 -3.08 -1.84 -2.63
H51 -1.49 -2.05 -1.86
H52 -1.43 -4.49 -2.39
H53 -1.40 -3.55 -3.85
H54 -3.04 -5.05 -4.08
C19 3.74 -5.94 0.63
C20 3.05 -4.95 1.50
O10 1.80 -4.65 0.99
H55 3.07 -6.80 0.60
H56 4.66 -6.26 1.12
H57 3.98 -5.61 -0.38
H58 3.63 -4.04 1.63
H59 2.85 -5.38 2.49
H60 1.80 -3.70 0.90


y | Here is a cluster of 10 separate species, C20H60O10 in total from OMol25. Energies are from ωB97M-V with the def2-TZVPD basis set.

The value obtained for the orbital gap is 9.68 eV. As for the LUMO energy: 0.361 eV. As for the SMILES: CCO.CCO.CCO.CCO.CCO.CCO.CCO.CCO.CCO.CCO.

CARTESIAN COORDINATES (ANGSTROEM)
C1 -1.18 0.15 4.03
C2 -0.91 1.70 4.33
O1 -0.23 2.21 3.06
H1 -2.04 0.14 3.34
H2 -1.55 -0.37 4.91
H3 -0.22 -0.25 3.49
H4 -0.16 1.54 5.08
H5 -1.90 2.10 4.68
H6 0.69 2.42 3.29
C3 -3.63 5.22 0.88
C4 -2.66 4.40 1.69
O2 -2.46 2.99 1.29
H7 -4.56 4.94 1.00
H8 -3.36 5.36 -0.14
H9 -3.62 6.30 1.18
H10 -3.00 4.24 2.80
H11 -1.81 4.88 1.68
H12 -1.72 2.67 1.85
C5 -0.99 -0.39 0.10
C6 0.35 0.24 0.29
O3 1.12 0.13 -0.88
H13 -1.37 -0.47 1.15
H14 -0.90 -1.58 -0.27
H15 -1.65 -0.09 -0.62
H16 0.82 -0.27 1.07
H17 0.21 1.49 0.38
H18 1.39 -0.82 -1.01
C7 4.63 0.10 -1.53
C8 4.84 1.54 -1.19
O4 5.67 2.20 -2.19
H19 4.07 -0.26 -2.43
H20 4.02 -0.45 -0.71
H21 5.65 -0.58 -1.49
H22 5.46 1.59 -0.29
H23 3.84 2.02 -1.15
H24 5.90 2.89 -1.71
C9 -3.68 -2.72 0.57
C10 -4.53 -3.80 1.08
O5 -5.62 -4.09 0.13
H25 -2.98 -2.18 1.42
H26 -4.17 -1.79 0.31
H27 -3.01 -2.93 -0.33
H28 -5.10 -3.49 2.01
H29 -4.16 -4.98 1.22
H30 -5.93 -5.01 0.09
C11 1.17 -0.83 -4.61
C12 -0.01 -0.04 -4.02
O6 -0.96 0.14 -5.07
H31 1.61 -0.34 -5.50
H32 1.06 -1.91 -5.09
H33 2.01 -1.03 -3.78
H34 -0.02 0.89 -3.66
H35 -0.59 -0.51 -3.32
H36 -1.70 0.68 -4.61
C13 0.63 -3.40 1.31
C14 1.67 -3.51 0.19
O7 1.42 -2.75 -0.92
H37 0.65 -2.58 2.01
H38 0.55 -4.14 1.87
H39 -0.27 -3.34 0.87
H40 1.60 -4.66 0.01
H41 2.65 -3.32 0.34
H42 1.60 -3.32 -1.63
C15 0.01 5.10 -1.52
C16 0.02 3.56 -1.23
O8 1.10 2.79 -1.71
H43 -0.80 5.63 -1.02
H44 0.02 5.28 -2.52
H45 0.91 5.50 -1.14
H46 -0.92 3.04 -1.63
H47 -0.12 3.44 -0.17
H48 0.97 1.84 -1.53
C17 -1.30 -5.40 -1.76
C18 -0.87 -4.21 -2.86
O9 -1.85 -4.29 -3.95
H49 -1.21 -6.62 -2.10
H50 -2.39 -5.31 -1.46
H51 -0.77 -5.53 -0.81
H52 0.29 -4.30 -3.30
H53 -1.31 -3.38 -2.24
H54 -1.47 -3.83 -4.69
C19 3.10 1.27 2.31
C20 2.86 1.31 3.71
O10 2.52 2.60 4.21
H55 2.37 1.63 1.61
H56 3.50 0.37 1.86
H57 4.00 1.92 2.03
H58 3.75 1.14 4.28
H59 1.98 0.60 3.93
H60 2.98 2.88 4.90


z | Here is a cluster of 10 separate species, C20H60O10 in total from OMol25. Energies are from ωB97M-V with the def2-TZVPD basis set.

The value obtained for the orbital gap is 9.70 eV. As for the LUMO energy: 0.330 eV. As for the SMILES: CCO.CCO.CCO.CCO.CCO.CCO.CCO.CCO.CCO.CCO.

CARTESIAN COORDINATES (ANGSTROEM)
C1 -22.65 -1.67 -9.15
C2 -23.42 -2.93 -9.52
O1 -23.40 -3.77 -8.38
H1 -21.61 -1.94 -8.97
H2 -23.03 -1.12 -8.30
H3 -22.66 -1.03 -10.04
H4 -22.86 -3.39 -10.35
H5 -24.39 -2.68 -9.95
H6 -23.55 -4.68 -8.65
C3 -20.62 -7.11 -9.86
C4 -21.33 -5.91 -9.21
O2 -21.74 -6.18 -7.89
H7 -20.44 -6.93 -10.92
H8 -21.26 -7.98 -9.74
H9 -19.68 -7.28 -9.34
H10 -22.19 -5.69 -9.86
H11 -20.74 -4.99 -9.22
H12 -21.35 -5.53 -7.29
C5 -25.59 -11.07 -5.38
C6 -24.23 -11.17 -6.07
O3 -23.65 -9.88 -6.27
H13 -25.40 -10.71 -4.36
H14 -26.01 -12.08 -5.34
H15 -26.33 -10.47 -5.89
H16 -24.36 -11.70 -7.03
H17 -23.53 -11.79 -5.52
H18 -24.35 -9.34 -6.68
C7 -18.98 -10.37 -7.58
C8 -20.38 -10.85 -7.24
O4 -21.31 -9.88 -7.70
H19 -18.81 -10.40 -8.66
H20 -18.20 -10.98 -7.11
H21 -18.74 -9.39 -7.16
H22 -20.48 -10.99 -6.15
H23 -20.59 -11.82 -7.70
H24 -21.98 -9.70 -7.00
C9 -24.31 -8.44 -9.39
C10 -25.05 -7.56 -8.37
O5 -25.79 -8.36 -7.45
H25 -25.02 -8.91 -10.08
H26 -23.73 -9.27 -9.00
H27 -23.61 -7.81 -9.95
H28 -25.78 -6.99 -8.95
H29 -24.34 -6.93 -7.83
H30 -26.68 -8.58 -7.77
C11 -22.49 -12.58 -10.81
C12 -21.14 -12.61 -11.52
O6 -20.89 -13.88 -12.08
H31 -23.26 -12.72 -11.58
H32 -22.69 -11.59 -10.38
H33 -22.66 -13.41 -10.13
H34 -20.34 -12.36 -10.82
H35 -21.06 -11.78 -12.24
H36 -21.46 -14.06 -12.83
C13 -26.02 -5.32 -11.30
C14 -25.64 -4.31 -12.36
O7 -26.83 -4.04 -13.12
H37 -26.35 -6.27 -11.73
H38 -26.80 -4.85 -10.70
H39 -25.17 -5.57 -10.66
H40 -24.87 -4.67 -13.06
H41 -25.13 -3.45 -11.91
H42 -26.53 -3.68 -13.96
C15 -29.80 -9.85 -5.88
C16 -29.72 -9.75 -7.39
O8 -28.49 -9.06 -7.70
H43 -30.67 -10.43 -5.57
H44 -29.87 -8.86 -5.41
H45 -28.90 -10.31 -5.46
H46 -30.63 -9.35 -7.82
H47 -29.51 -10.80 -7.64
H48 -28.66 -8.45 -8.43
C17 -28.81 -4.55 -5.62
C18 -28.25 -5.71 -6.43
O9 -26.83 -5.80 -6.30
H49 -28.34 -4.46 -4.64
H50 -29.90 -4.56 -5.55
H51 -28.61 -3.60 -6.13
H52 -28.53 -5.54 -7.48
H53 -28.65 -6.65 -6.04
H54 -26.61 -6.74 -6.33
C19 -26.73 -11.92 -10.10
C20 -26.85 -13.26 -9.34
O10 -27.85 -13.11 -8.32
H55 -25.70 -11.61 -10.31
H56 -27.06 -11.07 -9.50
H57 -27.33 -11.93 -11.01
H58 -25.90 -13.65 -8.96
H59 -27.25 -14.05 -9.99
H60 -28.69 -13.17 -8.79


Calculated relative energies: w 0.0000; x 0.0248; y 0.3780; z 0.0224, given in hartree


w | Here is an isolated molecule of C5H10N4O from OMol25. Energies are from ωB97M-V with the def2-TZVPD basis set.

The value obtained for the orbital gap is 9.71 eV. As for the LUMO energy: 0.494 eV. As for the SMILES: CCOCN/C(N)=N\C#N.

CARTESIAN COORDINATES (ANGSTROEM)
C1 -1.51 0.54 1.69
C2 -2.00 -0.21 0.36
C3 -0.44 -1.05 -1.19
C4 1.52 0.47 -0.50
C5 3.28 -0.33 0.65
H1 -1.20 -0.28 2.40
H2 -0.65 1.22 1.41
H3 -2.31 1.12 1.96
H4 -3.00 -0.71 0.61
H5 -2.15 0.43 -0.46
H6 -0.89 -0.30 -1.86
H7 -0.31 -1.96 -1.85
H8 1.58 -1.59 -0.31
H9 1.20 2.41 -0.68
H10 -0.19 1.48 -1.27
N1 0.94 -0.80 -0.67
N2 0.87 1.50 -1.10
N3 2.68 0.76 0.11
N4 3.82 -1.34 0.86
O1 -1.25 -1.34 -0.17


x | Here is an isolated molecule of C5H10N4O from OMol25. Energies are from ωB97M-V with the def2-TZVPD basis set.

The value obtained for the orbital gap is 9.07 eV. As for the LUMO energy: 0.762 eV. As for the SMILES: CC1=NN(N)[N+]([O-])=C(C)C1.

CARTESIAN COORDINATES (ANGSTROEM)
C1 0.79 -0.99 0.14
C2 -0.62 0.92 -0.14
C3 -0.54 -0.55 -0.23
C4 1.18 -2.27 -0.28
C5 -1.60 1.55 -1.11
N1 1.56 -0.24 0.86
N2 1.11 0.87 1.50
N3 0.13 1.66 0.61
N4 2.02 1.66 2.14
O1 0.22 2.93 0.61
H1 -0.73 -0.82 -1.41
H2 -1.33 -0.86 0.43
H3 2.25 -2.38 -0.60
H4 0.51 -2.57 -1.11
H5 0.98 -2.94 0.51
H6 -1.71 0.76 -1.95
H7 -1.25 2.57 -1.43
H8 -2.56 1.84 -0.59
H9 2.22 2.51 1.58
H10 1.74 2.02 3.10


Calculated relative energies: w 0.0000; x 0.1441, given in hartree


w | Here is a cluster of 2 separate species, C9H11N5 in total from OMol25. Energies are from ωB97M-V with the def2-TZVPD basis set.

The value obtained for the orbital gap is 9.21 eV. As for the LUMO energy: 0.514 eV. As for the SMILES: Cc1ncc[nH]1.Cc1nccn1C#N.

CARTESIAN COORDINATES (ANGSTROEM)
C1 2.92 0.61 -0.21
C2 -0.40 -2.94 -0.26
C3 1.71 0.76 -0.78
C4 -0.74 -1.98 0.58
C5 1.76 1.46 1.37
C6 -1.62 -1.49 -1.34
C7 -0.37 1.39 0.19
C8 1.28 2.21 2.60
C9 -2.58 -0.75 -2.37
N1 2.92 1.04 1.08
N2 -0.89 -2.56 -1.53
N3 -1.51 1.74 0.17
N4 0.92 1.21 0.24
N5 -1.66 -1.15 -0.04
H1 3.75 0.20 -0.77
H2 0.31 -3.84 -0.19
H3 1.32 0.66 -1.78
H4 -0.46 -1.72 1.51
H5 1.42 1.43 3.42
H6 2.03 3.10 2.81
H7 0.18 2.44 2.55
H8 -2.20 -0.71 -3.34
H9 -3.52 -1.23 -2.33
H10 -2.77 0.29 -2.10
H11 -1.82 -0.17 0.52


x | Here is an isolated molecule of C9H11N5 from OMol25. Energies are from ωB97M-V with the def2-TZVPD basis set.

The value obtained for the orbital gap is 10.01 eV. As for the LUMO energy: 0.588 eV. As for the SMILES: C[C@](N)(c1ccccc1)c1nnn[nH]1.

CARTESIAN COORDINATES (ANGSTROEM)
C1 0.53 2.60 1.78
C2 -0.12 2.63 0.60
C3 0.86 1.39 2.47
C4 -0.34 1.35 -0.01
C5 0.60 0.18 1.80
C6 -0.02 0.14 0.54
C7 -0.11 -0.73 -1.65
C8 -1.62 -1.65 0.05
C9 -0.28 -1.17 -0.17
N1 1.04 -0.62 -2.44
N2 -1.09 -0.33 -2.50
N3 0.75 -0.12 -3.61
N4 -0.55 0.04 -3.63
N5 0.72 -2.07 0.19
H1 0.89 3.59 2.14
H2 -0.59 3.56 0.21
H3 1.24 1.50 3.40
H4 -0.76 1.27 -0.93
H5 0.89 -0.81 2.23
H6 -1.75 -2.66 -0.59
H7 -2.48 -1.07 -0.34
H8 -1.69 -1.89 1.10
H9 1.83 -1.01 -2.04
H10 0.51 -2.61 1.01
H11 1.56 -1.51 0.41


Calculated relative energies: w 0.0000; x 0.0133, given in hartree


w | Here is a cluster of 2 separate species, C3H13N4 in total from OMol25. Energies are from ωB97M-V with the def2-TZVPD basis set.

The value obtained for the orbital gap is 10.40 eV. As for the LUMO energy: -2.796 eV. The net charge is +1.

CARTESIAN COORDINATES (ANGSTROEM)
N1 -0.22 -1.23 0.23
C1 -0.34 -0.20 -0.84
C2 -0.72 -0.79 -2.19
N2 -0.57 0.25 -3.19
H1 -1.08 -1.78 0.32
H2 0.53 -1.89 0.01
H3 -0.02 -0.79 1.21
H4 -1.07 0.54 -0.52
H5 0.62 0.30 -0.93
H6 -0.04 -1.61 -2.43
H7 -1.74 -1.20 -2.13
H8 -0.41 -0.16 -4.10
H9 -1.41 0.80 -3.27
N3 1.51 1.69 1.92
C3 0.73 1.07 2.81
N4 0.15 -0.06 2.62
H10 1.83 1.21 1.09
H11 2.00 2.52 2.19
H12 0.61 1.63 3.74
H13 -0.36 -0.32 3.45


x | Here is a cluster of 2 separate species, C3H13N4 in total from OMol25. Energies are from ωB97M-V with the def2-TZVPD basis set.

The value obtained for the orbital gap (alpha / beta) is 8.67 / 8.67 eV. As for the LUMO energy (alpha / beta): -4.362 / -4.360 eV. The net charge is +1.

CARTESIAN COORDINATES (ANGSTROEM)
C1 1.67 0.77 -0.83
C2 -0.53 -1.29 1.41
C3 -0.01 -1.44 -0.98
N1 -1.14 1.88 0.54
N2 1.06 0.25 0.39
N3 -1.64 0.78 0.05
N4 -0.11 -0.61 0.21
H1 0.99 1.41 -1.35
H2 2.53 1.32 -0.54
H3 1.94 0.11 -1.60
H4 -1.08 -2.16 1.21
H5 0.39 -1.78 1.83
H6 -1.16 -0.78 2.17
H7 0.19 -0.77 -1.86
H8 0.80 -2.12 -1.04
H9 -0.97 -2.09 -1.08
H10 -1.06 2.15 1.50
H11 -0.86 2.62 -0.12
H12 0.73 0.98 1.11
H13 -1.73 0.77 -1.03


Calculated relative energies: w 0.0000; x 0.1915, given in hartree